1.
Computed, not measured: a molecular structure, C40H38IrN5O4PS2Si in a non-equilibrium geometry, with the ωB97M-V functional and the def2-TZVPD basis.

```
92
Properties=species:S:1:pos:R:3
Ir -0.315 0.108 -0.062
C -0.256 -0.259 3.946
C 0.487 -1.239 3.085
N 0.433 -1.205 1.762
C 1.006 -2.356 1.301
C 1.469 -3.081 2.378
N 1.129 -2.350 3.490
C 2.240 -4.346 2.525
O 2.425 -5.044 1.437
O 2.655 -4.647 3.623
C 0.734 -2.784 -0.118
O 1.179 -3.876 -0.492
O -0.041 -2.035 -0.762
H -1.061 0.312 2.186
H 0.418 0.566 4.226
H -0.614 -0.735 4.863
H 1.371 -2.659 4.422
H 1.972 -4.633 0.608
N -1.351 0.272 3.161
C -2.704 0.020 3.268
C -3.377 0.340 4.493
C -2.803 1.254 5.396
C -3.461 1.622 6.549
C -4.706 1.088 6.853
C -5.286 0.179 5.978
C -4.631 -0.202 4.827
C -3.381 -0.257 2.029
C -2.703 -0.926 0.977
C -3.235 -0.985 -0.301
C -4.488 -0.442 -0.561
C -5.220 0.102 0.487
C -4.680 0.212 1.752
H -1.860 1.713 5.142
H -3.010 2.349 7.210
H -5.223 1.377 7.756
H -6.263 -0.228 6.194
H -5.075 -0.943 4.180
H -1.850 -1.546 1.208
H -2.689 -1.495 -1.082
H -4.905 -0.473 -1.555
H -6.213 0.485 0.302
H -5.247 0.711 2.523
N -5.784 3.973 0.065
C -4.736 3.757 0.477
C -3.444 3.499 0.986
C -2.861 4.339 1.944
C -1.580 4.031 2.368
C -0.965 2.887 1.895
N -1.544 2.053 1.021
C -2.737 2.384 0.550
H -3.396 5.191 2.336
H -1.069 4.667 3.073
H 0.027 2.618 2.224
H -3.167 1.731 -0.195
S 1.429 -0.416 -4.615
P 2.990 -1.008 -3.520
S 2.700 -0.897 -1.526
C 3.327 -2.730 -4.014
C 4.440 -3.106 -4.752
C 4.545 -4.417 -5.192
C 3.543 -5.332 -4.905
C 2.434 -4.947 -4.166
C 2.326 -3.645 -3.716
C 4.459 0.025 -3.870
C 5.525 0.000 -2.979
C 6.543 0.925 -3.104
C 6.494 1.881 -4.106
C 5.444 1.888 -5.011
C 4.427 0.957 -4.897
H 5.213 -2.386 -4.984
H 5.404 -4.725 -5.774
H 3.622 -6.350 -5.264
H 1.648 -5.655 -3.949
H 1.472 -3.334 -3.131
H 5.536 -0.728 -2.178
H 7.366 0.918 -2.405
H 7.275 2.623 -4.181
H 5.410 2.633 -5.792
H 3.595 0.960 -5.589
C 2.038 2.279 -2.255
Si 0.269 1.887 -1.584
C -0.328 3.695 -1.208
C -0.975 1.250 -2.953
H 2.099 3.313 -2.586
H 2.255 1.645 -3.109
H 2.818 2.107 -1.517
H -0.096 4.349 -2.045
H 0.170 4.091 -0.327
H -1.397 3.750 -1.034
H -0.685 1.689 -3.902
H -1.997 1.546 -2.735
H -0.951 0.171 -3.074
```

HOMO (alpha / beta) (eV): -6.33 / -6.17
Multiplicity: 2
Frontier orbital gap (alpha / beta) (eV): 3.490 / 2.985
ΔE to the lowest compared entry with this formula, charge and spin (kJ/mol): 444.4

Mulliken atomic charge list, values in e, 8 entries:
1 Ir 0.600
2 C -0.823
3 C -0.330
4 N -0.055
5 C -0.074
6 C 0.197
7 N -0.145
8 C 0.498

2.
Computed, not measured: a molecular structure, C40H38N7O16 in a non-equilibrium geometry, with the ωB97M-V functional and the def2-TZVPD basis.

```
101
Properties=species:S:1:pos:R:3
C 47.464 6.075 3.719
O 47.039 5.946 4.865
O 47.791 4.902 3.170
O 47.565 7.155 2.987
H 47.693 4.311 3.867
C 45.878 9.238 6.149
C 47.131 9.653 5.462
C 47.300 11.224 5.234
C 46.271 12.241 5.668
C 44.938 11.714 6.282
C 44.827 10.138 6.495
N 46.313 13.660 5.318
O 47.189 14.014 4.420
O 45.478 14.474 5.828
H 45.735 8.355 6.692
H 47.828 8.978 5.021
H 48.229 11.541 4.835
H 44.343 12.576 6.562
H 43.982 9.747 7.041
C 51.253 7.619 6.747
C 50.170 7.338 5.596
C 50.608 7.211 4.133
C 52.117 7.472 3.754
C 53.032 8.135 4.808
C 52.535 8.048 6.256
N 52.596 7.508 2.349
O 51.878 6.843 1.455
O 53.650 8.021 2.074
H 51.015 7.742 7.956
H 49.141 7.162 5.804
H 49.892 6.953 3.500
H 53.814 8.335 4.434
H 53.334 8.194 7.041
C 51.079 11.728 3.353
C 51.624 12.463 2.135
C 51.259 11.854 0.799
C 50.312 10.693 0.591
C 49.683 10.012 1.859
C 50.159 10.560 3.201
N 49.937 10.064 -0.663
O 48.812 9.356 -0.672
O 50.448 10.570 -1.623
H 51.394 12.138 4.218
H 52.251 13.142 2.324
H 51.698 12.433 0.001
H 48.980 9.158 1.918
H 49.735 10.213 4.076
C 49.284 2.886 5.722
C 49.223 4.203 6.299
C 49.746 4.274 7.784
C 50.620 3.168 8.411
C 50.608 1.811 7.667
C 49.897 1.813 6.289
N 50.976 3.282 9.825
O 51.555 2.336 10.367
O 50.576 4.202 10.384
H 48.792 2.816 4.825
H 48.586 4.757 5.844
H 49.626 5.126 8.393
H 50.915 0.828 8.203
H 50.152 0.892 5.683
C 46.158 2.030 6.449
C 46.005 0.508 6.691
C 45.604 -0.439 5.560
C 45.119 0.273 4.219
C 45.182 1.866 4.085
C 45.781 2.655 5.271
N 44.549 -0.486 3.101
O 44.698 -1.684 3.132
O 44.127 0.061 2.152
H 46.411 2.651 7.200
H 46.300 -0.067 7.563
H 45.448 -1.603 5.681
H 44.814 2.311 3.235
H 45.740 3.627 4.978
C 45.620 9.750 2.328
C 44.370 10.590 2.660
C 43.896 11.602 1.628
C 44.582 11.792 0.237
C 45.806 10.774 -0.064
C 46.176 9.821 1.053
N 44.173 12.821 -0.640
O 43.417 13.803 -0.111
O 44.564 12.778 -1.887
H 45.870 9.031 3.049
H 43.801 10.503 3.512
H 43.110 12.209 1.904
H 46.453 10.903 -0.965
H 47.015 9.210 0.852
C 41.731 7.288 4.003
O 41.701 8.428 4.527
N 42.756 6.444 3.830
C 42.833 5.228 3.046
C 44.092 6.855 4.396
H 40.910 6.644 3.474
H 41.842 4.893 3.134
H 43.355 4.410 3.538
H 42.879 5.539 1.737
H 44.046 7.547 5.211
H 44.524 7.034 3.589
H 44.472 6.000 4.871
```

HOMO (eV): -6.89
Frontier orbital gap (eV): 7.296
Total charge: -1
ΔE to the lowest compared entry with this formula, charge and spin (kJ/mol): 509.6

Mulliken atomic charge list, values in e, 8 entries:
1 C 0.788
2 O -0.629
3 O -0.602
4 O -0.651
5 H 0.106
6 C -0.555
7 C 0.180
8 C -0.289

3.
Computed, not measured: a molecular structure, C40H38N8OS4Ti in a non-equilibrium geometry, with the ωB97M-V functional and the def2-TZVPD basis.

```
92
Properties=species:S:1:pos:R:3
Ti -0.211 -0.385 -0.438
C 0.696 -3.153 1.832
C 1.427 -3.710 0.609
C 0.648 -3.714 -0.686
C 0.652 -4.910 -1.402
C 0.006 -5.004 -2.618
C -0.636 -3.874 -3.089
C -0.617 -2.732 -2.317
N 0.014 -2.616 -1.132
N 0.282 -1.746 1.766
C 1.378 -0.859 2.187
C 2.542 -0.961 1.249
C 3.824 -1.189 1.720
C 4.848 -1.398 0.810
C 4.530 -1.383 -0.538
C 3.222 -1.126 -0.918
N 2.234 -0.907 -0.053
C -0.829 -1.532 2.687
C -1.503 -0.208 2.476
C -2.100 0.436 3.549
C -2.787 1.619 3.346
C -2.855 2.101 2.048
C -2.233 1.395 1.039
N -1.546 0.262 1.221
H 1.340 -3.304 2.713
H -0.196 -3.763 1.978
H 1.681 -4.743 0.850
H 2.372 -3.197 0.455
H 1.169 -5.772 -1.002
H 0.001 -5.933 -3.174
H -1.153 -3.871 -4.038
H -1.132 -1.858 -2.676
H 1.706 -1.104 3.209
H 0.999 0.163 2.186
H 4.015 -1.203 2.785
H 5.859 -1.592 1.143
H 5.286 -1.557 -1.291
H 2.962 -1.113 -1.967
H -0.486 -1.607 3.730
H -1.579 -2.308 2.531
H -2.030 0.000 4.537
H -3.250 2.146 4.168
H -3.384 3.018 1.827
H -2.287 1.744 0.028
C -4.138 0.626 -2.119
C -3.054 -0.147 -1.414
N -1.743 0.107 -1.632
N -1.506 1.040 -2.637
C -0.367 0.965 -3.245
N -0.213 1.740 -4.371
S 0.928 -0.106 -2.835
C -3.420 -1.219 -0.570
C -4.778 -1.494 -0.240
C -5.091 -2.619 0.472
C -4.066 -3.503 0.851
C -2.771 -3.150 0.521
N -2.422 -2.044 -0.121
H -3.687 1.306 -2.832
H -4.728 1.210 -1.404
H -4.820 -0.045 -2.643
H -0.897 2.465 -4.513
H 0.732 1.919 -4.662
H -5.557 -0.812 -0.547
H -6.118 -2.838 0.739
H -4.273 -4.417 1.390
H -1.950 -3.817 0.779
O 0.390 1.329 -0.220
C 1.281 2.388 -0.086
C 0.590 3.767 -0.193
C -0.648 4.120 -0.620
C -0.884 5.526 -0.558
C 0.190 6.213 -0.100
S 1.502 5.169 0.266
C 2.324 2.434 -1.210
C 2.113 3.037 -2.414
C 3.205 2.921 -3.309
C 4.248 2.242 -2.764
S 3.901 1.743 -1.167
C 1.832 2.363 1.351
C 1.016 2.510 2.438
C 1.714 2.540 3.671
C 3.058 2.429 3.501
S 3.479 2.281 1.847
H -1.358 3.408 -0.999
H -1.817 5.993 -0.841
H 0.306 7.275 0.046
H 1.195 3.553 -2.653
H 3.215 3.336 -4.307
H 5.196 1.985 -3.208
H -0.057 2.619 2.343
H 1.233 2.658 4.632
H 3.838 2.439 4.245
```

HOMO (alpha / beta) (eV): -4.77 / -6.60
Multiplicity: 3
Frontier orbital gap (alpha / beta) (eV): 5.170 / 6.989
ΔE to the lowest compared entry with this formula, charge and spin (kJ/mol): 94.1

Mulliken atomic charge list, values in e, 8 entries:
1 Ti -0.170
2 C -1.351
3 C -1.140
4 C 0.806
5 C -1.065
6 C -0.675
7 C -1.515
8 C -0.203